No. 1
DFT (ωB97M-V/def2-TZVPD) results for a cluster of 8 separate species, C32H46N2O18 in total at a distorted geometry.

Structure (XYZ):
```
98
C32H46N2O18, DFT ωB97M-V/def2-TZVPD
C -25.75 18.18 2.65
C -24.48 19.02 2.56
C -23.61 18.81 3.81
O -22.35 18.37 3.34
C -22.35 18.31 2.04
O -21.42 18.03 1.36
O -23.61 18.50 1.53
H -25.63 17.14 2.35
H -26.51 18.61 1.99
H -26.22 18.26 3.63
H -24.75 20.07 2.45
H -24.07 18.10 4.49
H -23.60 19.75 4.37
C -15.88 17.30 8.73
C -17.24 16.70 9.16
C -17.93 15.85 8.09
O -18.31 14.67 8.79
C -17.37 14.45 9.75
O -17.18 13.40 10.28
O -16.79 15.61 10.01
H -15.95 18.38 8.56
H -15.44 16.73 7.91
H -15.18 17.27 9.56
H -17.82 17.46 9.69
H -17.34 15.68 7.19
H -18.90 16.29 7.81
C -21.75 10.87 2.82
C -21.38 9.41 2.84
C -22.29 8.52 1.96
O -21.42 7.57 1.38
C -20.15 8.02 1.47
O -19.18 7.50 1.03
O -20.14 9.16 2.17
H -22.71 11.09 3.28
H -21.65 11.17 1.78
H -21.02 11.33 3.48
H -21.25 9.06 3.86
H -23.09 8.96 1.36
H -22.92 7.93 2.64
C -23.11 14.92 -0.99
C -21.71 14.89 -0.39
C -21.23 13.46 -0.12
O -20.01 13.33 -0.86
C -19.73 14.47 -1.49
O -18.73 14.68 -2.11
O -20.78 15.34 -1.41
H -23.08 14.37 -1.93
H -23.42 15.95 -1.16
H -23.85 14.38 -0.39
H -21.52 15.54 0.46
H -21.91 12.63 -0.35
H -20.85 13.30 0.89
C -24.40 20.73 8.04
C -23.55 19.75 8.88
C -23.98 18.30 8.65
O -22.78 17.68 8.17
C -21.76 18.54 8.15
O -20.65 18.23 7.85
O -22.20 19.78 8.40
H -23.79 21.58 7.75
H -25.10 21.18 8.75
H -24.87 20.21 7.21
H -23.60 20.04 9.92
H -24.68 18.12 7.84
H -24.39 17.83 9.54
C -22.73 14.00 8.90
C -23.45 13.16 7.88
C -24.06 11.80 8.39
O -25.31 11.76 7.79
C -25.65 12.97 7.27
O -26.74 13.22 6.85
O -24.64 13.80 7.42
H -23.31 14.28 9.77
H -22.29 14.88 8.40
H -21.76 13.62 9.25
H -22.74 13.01 7.06
H -24.12 11.87 9.48
H -23.39 10.99 8.10
N -23.41 14.69 4.42
C -23.05 15.45 5.49
C -21.68 15.44 5.65
C -21.18 14.66 4.54
C -22.28 14.16 3.87
H -24.33 14.49 4.08
H -23.83 15.91 6.08
H -21.06 15.87 6.41
H -20.16 14.46 4.28
H -22.38 13.48 3.04
N -25.84 9.93 2.74
C -25.22 10.87 3.51
C -24.67 10.25 4.60
C -25.11 8.89 4.55
C -25.91 8.76 3.43
H -26.38 10.19 1.93
H -25.13 11.89 3.19
H -24.08 10.70 5.38
H -24.82 8.13 5.26
H -26.50 7.94 3.05
```

Output
- E_HOMO: -8.8 eV
- Calculated total energy: -73764.572 eV
- SMILES: C[C@H]1COC(=O)O1.C[C@H]1COC(=O)O1.C[C@H]1COC(=O)O1.C[C@H]1COC(=O)O1.C[C@H]1COC(=O)O1.C[C@H]1COC(=O)O1.c1cc[nH]c1.c1cc[nH]c1
- Orbital gap: 8.64 eV


No. 2
DFT (ωB97M-V/def2-TZVPD) results for a cluster of 13 separate species, C32H78O19S10 in total at a distorted geometry.

Structure (XYZ):
```
139
C32H78O19S10, DFT ωB97M-V/def2-TZVPD
C -7.95 0.66 4.62
C -8.51 1.30 5.93
C -7.67 2.44 6.52
O -8.59 3.44 6.72
C -9.75 3.16 6.08
O -10.73 3.92 5.96
O -9.67 1.93 5.55
H -7.51 1.41 3.95
H -8.65 0.02 4.08
H -7.08 0.09 4.94
H -8.76 0.57 6.70
H -6.83 2.69 5.87
H -7.19 2.08 7.43
C 2.33 4.73 5.46
C 3.31 5.36 6.48
C 3.00 6.77 6.98
O 3.21 6.55 8.38
C 3.29 5.29 8.70
O 3.24 4.83 9.84
O 3.30 4.54 7.58
H 1.32 4.67 5.86
H 2.75 3.81 5.07
H 2.33 5.31 4.53
H 4.31 5.39 6.04
H 1.98 7.10 6.81
H 3.65 7.52 6.53
C 6.96 -7.25 -1.30
C 6.45 -6.15 -2.26
C 7.53 -5.45 -3.02
O 6.93 -5.22 -4.30
C 5.90 -6.10 -4.48
O 5.25 -6.22 -5.52
O 5.71 -6.77 -3.36
H 6.09 -7.69 -0.82
H 7.65 -6.96 -0.50
H 7.39 -8.03 -1.93
H 5.80 -5.35 -1.90
H 8.35 -6.16 -3.09
H 7.91 -4.49 -2.69
C -0.27 -2.23 7.36
S -1.21 -1.00 8.38
O -2.33 -1.76 9.01
C 0.09 -0.92 9.69
H -0.86 -2.95 6.80
H 0.40 -2.83 7.98
H 0.47 -1.81 6.69
H 1.13 -0.86 9.37
H 0.11 -1.84 10.27
H 0.04 -0.06 10.35
C -4.03 7.23 2.11
S -4.86 7.90 0.58
O -4.33 7.12 -0.58
C -6.49 7.23 1.04
H -2.96 7.45 2.18
H -4.19 6.16 1.93
H -4.44 7.60 3.05
H -7.28 7.58 0.38
H -6.77 7.51 2.06
H -6.55 6.15 0.94
C -8.47 -6.61 -0.41
S -7.82 -5.17 -1.37
O -6.78 -4.51 -0.47
C -9.37 -4.12 -1.28
H -8.90 -6.40 0.56
H -7.71 -7.36 -0.21
H -9.26 -7.05 -1.01
H -10.08 -4.35 -2.08
H -8.95 -3.12 -1.43
H -9.80 -4.30 -0.30
C 0.53 1.13 -2.14
S -0.30 -0.28 -1.26
O 0.83 -1.07 -0.65
C -1.19 0.70 0.00
H -0.15 1.62 -2.84
H 1.42 0.69 -2.58
H 0.85 1.83 -1.37
H -0.55 1.42 0.53
H -1.64 0.08 0.77
H -2.02 1.30 -0.37
C 6.01 -2.67 4.53
S 6.61 -2.99 6.20
O 7.82 -3.94 6.02
C 7.46 -1.33 6.45
H 5.42 -3.49 4.13
H 6.74 -2.49 3.75
H 5.34 -1.82 4.42
H 8.19 -1.26 5.65
H 8.02 -1.25 7.38
H 6.82 -0.44 6.47
C 8.63 2.51 -6.27
S 7.12 3.08 -7.23
O 6.21 3.83 -6.25
C 8.05 4.36 -8.22
H 9.39 2.16 -6.97
H 8.28 1.72 -5.61
H 9.07 3.22 -5.57
H 8.58 4.94 -7.47
H 7.29 4.94 -8.74
H 8.83 4.00 -8.89
C 6.68 4.53 -0.46
S 5.97 6.24 -0.51
O 6.49 7.01 0.70
C 6.94 6.94 -1.94
H 7.75 4.57 -0.26
H 6.63 4.12 -1.47
H 6.38 3.78 0.26
H 7.10 8.00 -1.78
H 6.45 6.98 -2.91
H 7.96 6.59 -2.12
C 0.19 -3.63 -11.03
S -0.26 -2.39 -9.73
O -1.41 -1.61 -10.29
C -1.00 -3.52 -8.54
H 0.82 -3.15 -11.78
H -0.70 -3.88 -11.60
H 0.69 -4.54 -10.70
H -1.23 -2.83 -7.73
H -0.45 -4.40 -8.22
H -1.88 -3.95 -9.01
C -6.71 3.28 -7.90
S -7.57 4.10 -6.51
O -9.02 4.39 -6.89
C -7.58 2.48 -5.54
H -6.44 4.02 -8.65
H -7.30 2.48 -8.36
H -5.76 2.83 -7.60
H -8.14 1.69 -6.03
H -8.01 2.75 -4.57
H -6.57 2.23 -5.22
C -1.31 -8.51 -0.39
S -0.77 -10.05 -1.32
O -1.79 -11.13 -0.91
C -1.19 -9.45 -3.00
H -2.22 -8.12 -0.85
H -0.68 -7.63 -0.50
H -1.41 -8.90 0.63
H -2.24 -9.20 -3.08
H -1.18 -10.34 -3.63
H -0.49 -8.76 -3.47
```

Output
- E_HOMO: -9.0 eV
- Calculated total energy: -181690.903 eV
- Orbital gap: 8.78 eV


No. 3
DFT (ωB97M-V/def2-TZVPD) results for a structure of composition C40H49BaN4PSb at a distorted geometry.

Structure (XYZ):
```
96
C40H49BaN4PSb, DFT ωB97M-V/def2-TZVPD
Ba -1.08 1.17 -0.62
C -1.83 1.82 3.04
C -2.75 2.51 2.09
C -3.83 3.26 2.54
C -4.66 3.88 1.62
C -4.37 3.71 0.28
C -3.29 2.92 -0.10
N -2.50 2.35 0.80
Sb -3.13 2.69 -2.22
C -1.03 3.17 -2.26
C -0.45 3.61 -3.44
C 0.71 4.36 -3.39
C 1.22 4.70 -2.14
C 0.58 4.23 -1.00
C 1.03 4.59 0.38
N -0.50 3.47 -1.08
C -2.99 0.57 -2.06
C -3.03 -0.22 -3.20
C -3.47 -1.53 -3.09
C -3.90 -1.99 -1.85
C -3.81 -1.14 -0.75
C -4.32 -1.53 0.60
N -3.34 0.09 -0.86
H -1.99 2.17 4.06
H -0.79 2.00 2.74
H -2.00 0.75 2.99
H -4.03 3.35 3.60
H -5.50 4.47 1.93
H -4.98 4.17 -0.49
H -0.93 3.39 -4.39
H 1.19 4.71 -4.29
H 2.09 5.34 -2.06
H 2.04 4.97 0.37
H 0.95 3.70 1.01
H 0.37 5.36 0.78
H -2.75 0.20 -4.16
H -3.52 -2.17 -3.96
H -4.32 -2.97 -1.75
H -4.60 -2.58 0.61
H -5.18 -0.92 0.85
H -3.55 -1.35 1.34
C 3.71 2.91 1.77
C 3.37 1.43 1.72
C 2.54 1.00 2.93
P 2.35 0.90 0.23
C 3.34 1.38 -1.30
C 2.65 0.67 -2.46
C 4.83 1.05 -1.30
C 2.58 -0.89 0.36
C 3.86 -1.42 0.58
C 4.10 -2.77 0.74
C 5.50 -3.29 0.93
C 3.00 -3.63 0.72
C 1.74 -3.14 0.51
C 1.45 -1.76 0.30
N 0.18 -1.32 0.06
C -0.76 -2.38 0.10
C -1.30 -2.80 1.32
C -0.90 -2.10 2.58
C -2.13 -3.91 1.37
C -2.44 -4.63 0.22
C -3.31 -5.85 0.30
C -1.90 -4.21 -0.99
C -1.06 -3.11 -1.06
C -0.39 -2.74 -2.35
H 4.53 3.07 2.48
H 2.86 3.49 2.12
H 4.03 3.29 0.80
H 4.30 0.85 1.69
H 1.54 1.44 2.87
H 3.03 1.32 3.85
H 2.43 -0.08 2.94
H 3.21 2.47 -1.40
H 2.78 -0.40 -2.33
H 3.09 0.97 -3.41
H 1.58 0.89 -2.45
H 4.96 -0.03 -1.35
H 5.34 1.44 -0.43
H 5.29 1.48 -2.18
H 4.71 -0.76 0.63
H 6.22 -2.52 0.69
H 5.68 -4.15 0.28
H 5.67 -3.60 1.96
H 3.14 -4.69 0.87
H 0.92 -3.84 0.50
H 0.01 -2.56 2.97
H -1.67 -2.19 3.34
H -0.67 -1.05 2.36
H -2.52 -4.25 2.32
H -4.00 -5.79 1.14
H -2.68 -6.74 0.46
H -3.87 -6.01 -0.61
H -2.09 -4.78 -1.88
H -0.85 -3.26 -3.18
H 0.66 -3.01 -2.30
H -0.43 -1.66 -2.51
```

Output
- Charge: +1
- E_HOMO: -8.1 eV
- Calculated total energy: -64749.919 eV
- Orbital gap: 4.62 eV


- Which of these has the highest orbital gap?
  C32H78O19S10


- Which of these has the highest orbital gap?
  C32H78O19S10


- The highest calculated total energy belongs to which entry?
  C40H49BaN4PSb


Repeat the third record exactly.
DFT (ωB97M-V/def2-TZVPD) results for a structure of composition C40H49BaN4PSb at a distorted geometry.

Structure (XYZ):
```
96
C40H49BaN4PSb, DFT ωB97M-V/def2-TZVPD
Ba -1.08 1.17 -0.62
C -1.83 1.82 3.04
C -2.75 2.51 2.09
C -3.83 3.26 2.54
C -4.66 3.88 1.62
C -4.37 3.71 0.28
C -3.29 2.92 -0.10
N -2.50 2.35 0.80
Sb -3.13 2.69 -2.22
C -1.03 3.17 -2.26
C -0.45 3.61 -3.44
C 0.71 4.36 -3.39
C 1.22 4.70 -2.14
C 0.58 4.23 -1.00
C 1.03 4.59 0.38
N -0.50 3.47 -1.08
C -2.99 0.57 -2.06
C -3.03 -0.22 -3.20
C -3.47 -1.53 -3.09
C -3.90 -1.99 -1.85
C -3.81 -1.14 -0.75
C -4.32 -1.53 0.60
N -3.34 0.09 -0.86
H -1.99 2.17 4.06
H -0.79 2.00 2.74
H -2.00 0.75 2.99
H -4.03 3.35 3.60
H -5.50 4.47 1.93
H -4.98 4.17 -0.49
H -0.93 3.39 -4.39
H 1.19 4.71 -4.29
H 2.09 5.34 -2.06
H 2.04 4.97 0.37
H 0.95 3.70 1.01
H 0.37 5.36 0.78
H -2.75 0.20 -4.16
H -3.52 -2.17 -3.96
H -4.32 -2.97 -1.75
H -4.60 -2.58 0.61
H -5.18 -0.92 0.85
H -3.55 -1.35 1.34
C 3.71 2.91 1.77
C 3.37 1.43 1.72
C 2.54 1.00 2.93
P 2.35 0.90 0.23
C 3.34 1.38 -1.30
C 2.65 0.67 -2.46
C 4.83 1.05 -1.30
C 2.58 -0.89 0.36
C 3.86 -1.42 0.58
C 4.10 -2.77 0.74
C 5.50 -3.29 0.93
C 3.00 -3.63 0.72
C 1.74 -3.14 0.51
C 1.45 -1.76 0.30
N 0.18 -1.32 0.06
C -0.76 -2.38 0.10
C -1.30 -2.80 1.32
C -0.90 -2.10 2.58
C -2.13 -3.91 1.37
C -2.44 -4.63 0.22
C -3.31 -5.85 0.30
C -1.90 -4.21 -0.99
C -1.06 -3.11 -1.06
C -0.39 -2.74 -2.35
H 4.53 3.07 2.48
H 2.86 3.49 2.12
H 4.03 3.29 0.80
H 4.30 0.85 1.69
H 1.54 1.44 2.87
H 3.03 1.32 3.85
H 2.43 -0.08 2.94
H 3.21 2.47 -1.40
H 2.78 -0.40 -2.33
H 3.09 0.97 -3.41
H 1.58 0.89 -2.45
H 4.96 -0.03 -1.35
H 5.34 1.44 -0.43
H 5.29 1.48 -2.18
H 4.71 -0.76 0.63
H 6.22 -2.52 0.69
H 5.68 -4.15 0.28
H 5.67 -3.60 1.96
H 3.14 -4.69 0.87
H 0.92 -3.84 0.50
H 0.01 -2.56 2.97
H -1.67 -2.19 3.34
H -0.67 -1.05 2.36
H -2.52 -4.25 2.32
H -4.00 -5.79 1.14
H -2.68 -6.74 0.46
H -3.87 -6.01 -0.61
H -2.09 -4.78 -1.88
H -0.85 -3.26 -3.18
H 0.66 -3.01 -2.30
H -0.43 -1.66 -2.51
```

Output
- Charge: +1
- E_HOMO: -8.1 eV
- Calculated total energy: -64749.919 eV
- Orbital gap: 4.62 eV